{"formula": "C4H7NO", "method": "ωB97M-V with the def2-TZVPD basis set", "elements": ["C", "C", "N", "C", "C", "O", "H", "H", "H", "H", "H", "H", "H"], "xyz": [[-1.085, -0.895, -1.539], [-0.575, -0.871, -0.320], [0.263, 0.126, 0.206], [-0.028, 0.695, 1.526], [1.424, 0.513, -0.410], [2.188, 1.327, 0.062], [-1.544, -1.811, -1.885], [-1.067, -0.050, -2.215], [-0.840, -1.647, 0.391], [-1.112, 0.663, 1.616], [0.317, 1.731, 1.540], [0.452, 0.163, 2.359], [1.611, 0.040, -1.392]], "atomic_forces_ev_per_a": [[-0.02, -0.07, -0.34], [-0.06, 0.02, 0.45], [0.30, 0.33, 0.12], [-0.19, -0.07, -0.27], [0.00, 0.20, -0.20], [-0.03, -0.09, 0.00], [-0.32, 0.16, 0.06], [0.40, -0.07, -0.06], [0.26, -0.24, -0.01], [0.05, 0.10, 0.35], [-0.06, -0.16, -0.01], [-0.11, -0.02, -0.32], [-0.23, -0.09, 0.25]], "e_above_lowest_kcal_mol": 30.5, "homo_energy_ev": -9.22, "total_energy_ev": -7798.322, "smiles": "C=CN(C)C=O", "total_charge": 0}